Entry 1:
The following is a quantum chemistry calculation of an isolated ion of composition C2H2N3O and charge +1 at a distorted geometry, from the Open Molecules 2025 dataset.

## Properties
Relative energy (zero: lowest compared OMol25 entry of this formula, charge and spin) (kJ/mol): 626.8
F_max (eV/Å): 9.74
SMILES: O=C1N=NC=[NH+]1
DFT total energy (eV): -8608.357
2S+1: 1
Total charge: +1

Last column: Mulliken charge in e.
Cartesian coordinates (Å):
C1 0.718 0.432 0.194  0.154
C2 1.025 -0.447 -1.766  0.446
N1 1.846 0.850 -0.310  -0.062
N2 2.096 0.379 -1.442  -0.063
N3 0.128 -0.314 -0.809  -0.067
O1 0.643 -1.314 -3.133  -0.092
H1 0.403 0.818 1.247  0.392
H2 -0.843 -0.731 -0.731  0.292



Entry 2:
The following is a quantum chemistry calculation of a 11-piece molecular cluster, C22H59F3N6O30P4 overall at a distorted geometry, from the Open Molecules 2025 dataset.

## Properties
Relative energy (zero: lowest compared OMol25 entry of this formula, charge and spin) (kJ/mol): 0.0
F_max (eV/Å): 4.47
SMILES: CCOC(=O)C(F)(F)F.COP(=O)(OC)OC.COP(=O)(OC)OC.COP(=O)(OC)OC.COP(=O)(OC)OC.C[N+](=O)[O-].C[N+](=O)[O-].C[N+](=O)[O-].C[N+](=O)[O-].C[N+](=O)[O-].C[N+](=O)[O-]
DFT total energy (eV): -139436.517
2S+1: 1

Last column: Mulliken charge in e.
Cartesian coordinates (Å):
C1 1.149 -4.559 39.646  -0.514
N1 0.918 -6.013 39.768  1.050
O1 1.209 -6.675 38.773  -0.582
O2 0.436 -6.440 40.730  -0.543
H1 2.200 -4.451 39.372  0.314
H2 1.036 -4.065 40.600  0.270
H3 0.589 -4.141 38.829  0.098
C2 -2.351 -2.091 41.754  -0.692
N2 -1.953 -3.333 42.490  0.882
O3 -2.013 -3.299 43.716  -0.574
O4 -1.584 -4.259 41.824  -0.452
H4 -2.089 -1.252 42.382  0.412
H5 -3.427 -2.132 41.616  0.224
H6 -1.834 -2.078 40.806  0.202
C3 -1.612 -7.753 33.830  -0.380
N3 -0.677 -7.343 34.915  0.826
O5 0.483 -7.112 34.588  -0.548
O6 -1.128 -7.257 36.045  -0.465
H7 -2.574 -7.310 34.033  -0.083
H8 -1.704 -8.828 33.853  0.297
H9 -1.172 -7.370 32.925  0.346
C4 3.436 -2.071 35.818  -0.796
N4 2.281 -2.971 36.109  0.850
O7 1.606 -2.768 37.137  -0.496
O8 2.090 -3.849 35.365  -0.509
H10 3.855 -1.701 36.745  0.317
H11 3.059 -1.179 35.313  0.292
H12 4.166 -2.584 35.213  0.322
C5 -1.075 -9.763 39.596  -0.822
N5 -2.476 -9.509 39.312  0.919
O9 -2.776 -8.388 39.147  -0.396
O10 -3.187 -10.455 39.195  -0.600
H13 -0.482 -9.060 39.022  0.270
H14 -0.858 -10.792 39.363  0.330
H15 -0.879 -9.579 40.650  0.271
C6 -3.111 0.877 39.254  -0.727
N6 -2.686 0.101 38.025  0.759
O11 -1.524 0.295 37.580  -0.515
O12 -3.525 -0.671 37.545  -0.352
H16 -2.240 1.438 39.559  0.289
H17 -3.468 0.176 39.983  0.225
H18 -3.875 1.565 38.919  0.324
C7 -5.592 -1.192 35.688  -0.326
O13 -6.862 -1.027 35.163  -0.337
P1 -7.806 -2.273 35.082  0.157
O14 -9.159 -2.008 34.651  -0.775
O15 -7.647 -2.911 36.510  0.964
C8 -8.287 -4.168 36.807  -0.593
O16 -7.028 -3.301 34.154  0.014
C9 -6.705 -2.860 32.851  -0.952
H19 -4.883 -1.569 34.948  0.194
H20 -5.596 -1.888 36.538  0.086
H21 -5.236 -0.247 36.088  0.279
H22 -7.936 -4.465 37.798  -0.508
H23 -8.033 -4.992 36.142  0.609
H24 -9.362 -4.058 36.941  0.387
H25 -5.663 -2.534 32.807  0.295
H26 -7.313 -2.002 32.546  0.354
H27 -6.893 -3.685 32.177  0.281
C10 -11.743 -5.768 37.500  -0.797
O17 -10.725 -5.618 38.459  -0.245
P2 -9.935 -6.901 38.859  0.331
O18 -10.696 -7.995 39.402  -0.826
O19 -9.155 -7.202 37.530  0.154
C11 -8.519 -8.416 37.414  -0.373
O20 -8.775 -6.367 39.761  0.442
C12 -9.020 -6.138 41.184  -0.995
H28 -11.324 -5.696 36.489  0.291
H29 -12.463 -4.959 37.605  0.258
H30 -12.281 -6.713 37.585  0.344
H31 -7.457 -8.246 37.261  -0.178
H32 -8.949 -8.993 36.605  0.280
H33 -8.612 -9.012 38.332  0.451
H34 -9.903 -6.675 41.552  0.422
H35 -9.203 -5.074 41.369  0.299
H36 -8.164 -6.493 41.750  0.249
C13 -7.016 -2.051 39.791  -0.354
O21 -8.179 -1.594 40.552  0.016
P3 -8.382 -0.112 40.907  0.730
O22 -7.306 0.578 41.582  -0.771
O23 -8.747 0.581 39.548  -0.232
C14 -9.832 0.098 38.715  -0.356
O24 -9.700 -0.277 41.702  -0.291
C15 -10.398 0.859 42.271  -0.744
H37 -6.345 -2.630 40.440  0.212
H38 -6.424 -1.231 39.379  0.510
H39 -7.378 -2.732 39.024  -0.238
H40 -10.096 0.883 38.017  0.290
H41 -10.701 -0.215 39.289  0.290
H42 -9.483 -0.756 38.113  -0.034
H43 -10.152 1.809 41.782  0.325
H44 -10.130 0.961 43.326  0.284
H45 -11.467 0.701 42.162  0.270
C16 -7.148 -10.024 32.934  -0.816
O25 -6.961 -8.958 33.884  -0.278
P4 -5.768 -8.968 34.888  0.273
O26 -4.449 -9.111 34.330  -0.634
O27 -6.221 -10.069 35.888  -0.344
C17 -5.332 -10.380 37.005  -0.422
O28 -6.025 -7.655 35.684  0.757
C18 -5.303 -6.453 35.347  -0.420
H46 -6.228 -10.598 32.778  0.349
H47 -7.391 -9.576 31.969  0.240
H48 -7.952 -10.674 33.262  0.264
H49 -4.744 -9.524 37.332  0.005
H50 -4.666 -11.188 36.696  0.365
H51 -5.923 -10.722 37.849  0.319
H52 -4.573 -6.260 36.131  -0.157
H53 -6.033 -5.658 35.302  0.163
H54 -4.779 -6.582 34.401  0.379
C19 -2.138 -3.776 37.368  -1.160
C20 -2.060 -5.077 38.099  0.769
O29 -3.280 -5.740 38.332  0.398
C21 -4.083 -5.266 39.214  0.001
O30 -3.900 -4.389 39.955  -0.367
C22 -5.405 -6.023 39.216  0.419
F1 -6.455 -5.129 39.119  -0.303
F2 -5.457 -6.873 38.204  -0.132
F3 -5.545 -6.666 40.318  -0.301
H55 -2.603 -2.983 37.941  0.093
H56 -2.626 -3.926 36.404  0.277
H57 -1.103 -3.489 37.166  0.352
H58 -1.483 -4.908 39.010  -0.504
H59 -1.436 -5.721 37.483  0.232



Entry 3:
The following is a quantum chemistry calculation of the molecule C4H5N3 at a distorted geometry, from the Open Molecules 2025 dataset.

## Properties
Relative energy (zero: lowest compared OMol25 entry of this formula, charge and spin) (kJ/mol): 594.9
F_max (eV/Å): 6.42
DFT total energy (eV): -8693.646
2S+1: 1

Last column: Mulliken charge in e.
Cartesian coordinates (Å):
C1 3.227 -0.358 -0.033  -0.274
C2 -0.733 -1.067 0.243  0.385
C3 -0.214 0.160 0.138  0.354
C4 -1.287 1.259 -0.152  -1.115
N1 2.070 0.030 -0.116  0.177
N2 1.010 0.506 0.203  -0.457
N3 -1.348 -2.122 0.116  -0.528
H1 3.918 -0.322 -0.765  0.255
H2 -1.038 2.233 0.141  0.374
H3 -2.200 0.912 0.428  0.282
H4 -1.621 1.240 -1.172  0.273
H5 -1.785 -2.471 0.967  0.273



Entry 4:
The following is a quantum chemistry calculation of C41H56AsGe2KN10OS as an isolated structure, from the Open Molecules 2025 dataset.

## Properties
Relative energy (zero: lowest compared OMol25 entry of this formula, charge and spin) (kJ/mol): 0.0
F_max (eV/Å): 0.41
DFT total energy (eV): -261407.940
2S+1: 1

Last column: Mulliken charge in e.
Cartesian coordinates (Å):
K1 0.443 -0.041 0.176  1.834
N1 1.265 -1.937 3.069  0.059
C1 0.126 -1.353 3.464  0.336
N2 -0.083 -1.231 4.776  -0.838
C2 -1.260 -0.701 5.096  0.362
N3 -1.534 -0.538 6.403  -0.388
N4 -2.217 -0.324 4.227  -0.658
C3 -1.879 -0.464 2.955  0.025
N5 -0.729 -0.950 2.501  0.179
C4 -2.893 -0.047 1.938  0.385
C5 -4.228 0.063 2.304  -0.835
C6 -5.151 0.419 1.334  -0.537
C7 -4.705 0.661 0.047  -1.295
C8 -3.347 0.544 -0.221  0.022
N6 -2.452 0.198 0.701  0.673
H1 1.942 -2.190 3.766  0.284
H2 1.490 -2.058 2.091  -0.305
H3 -0.827 -0.749 7.083  0.242
H4 -2.387 -0.086 6.672  0.237
H5 -4.513 -0.131 3.327  0.524
H6 -6.201 0.505 1.583  0.425
H7 -5.382 0.942 -0.748  0.488
H8 -2.966 0.751 -1.219  0.050
C9 -1.602 5.850 -0.985  -1.219
C10 -0.314 5.811 -0.162  -0.602
Ge1 0.036 3.990 0.466  0.215
C11 -1.091 3.632 2.038  -0.600
C12 -0.523 2.804 3.186  -1.261
C13 -0.337 2.633 -0.843  -0.809
C14 0.232 2.252 -2.001  -0.085
Ge2 -1.013 1.241 -3.322  -0.003
C15 -0.818 -0.699 -2.705  -1.008
C16 0.564 -1.338 -2.691  2.263
C17 0.040 1.062 -5.060  -0.573
C18 1.561 1.147 -5.185  -0.671
C19 1.560 2.822 -2.328  0.122
C20 1.667 4.156 -2.723  0.274
C21 2.900 4.707 -3.043  -0.990
C22 4.050 3.936 -2.967  -0.970
C23 3.954 2.605 -2.580  -0.797
C24 2.722 2.052 -2.273  0.454
H9 -1.816 6.860 -1.337  0.353
H10 -2.464 5.521 -0.399  0.353
H11 -1.540 5.193 -1.855  0.300
H12 -0.387 6.467 0.709  0.497
H13 0.536 6.155 -0.754  0.409
H14 -1.983 3.144 1.631  0.388
H15 -1.422 4.606 2.412  0.471
H16 -0.247 1.798 2.866  0.186
H17 -1.256 2.704 3.989  0.424
H18 0.375 3.260 3.606  0.439
H19 -1.360 2.278 -0.680  0.024
H20 -1.437 -1.253 -3.422  0.423
H21 -1.342 -0.841 -1.749  0.094
H22 1.095 -1.140 -3.621  -0.530
H23 0.551 -2.424 -2.548  -0.636
H24 1.209 -0.927 -1.908  -1.303
H25 -0.404 1.799 -5.735  0.440
H26 -0.301 0.091 -5.443  -0.133
H27 1.931 2.144 -4.934  0.300
H28 1.895 0.933 -6.207  0.492
H29 2.080 0.452 -4.521  -0.108
H30 0.765 4.752 -2.801  0.695
H31 2.961 5.742 -3.357  0.413
H32 5.012 4.362 -3.220  0.384
H33 4.846 1.991 -2.538  0.501
H34 2.644 1.002 -2.010  0.192
C25 -0.921 -2.855 -6.254  -1.572
C26 0.135 -3.497 -5.399  0.972
C27 -0.176 -4.534 -4.530  -0.748
C28 0.775 -5.116 -3.704  -0.512
C29 2.078 -4.638 -3.715  0.483
N7 3.126 -5.171 -2.922  0.017
C30 3.115 -6.200 -2.012  0.117
O1 4.100 -6.890 -1.829  -0.704
N8 1.963 -6.413 -1.265  -0.048
C31 1.127 -5.439 -0.667  -0.081
C32 -0.119 -5.840 -0.200  -0.342
C33 -0.903 -4.930 0.482  -1.056
C34 -0.418 -3.647 0.681  -0.088
N9 0.765 -3.243 0.220  0.455
C35 1.509 -4.118 -0.454  0.019
C36 2.410 -3.606 -4.589  -0.490
C37 1.456 -3.057 -5.427  -0.648
H35 -1.755 -3.536 -6.425  0.436
H36 -0.522 -2.557 -7.223  0.393
H37 -1.317 -1.957 -5.776  0.171
H38 -1.192 -4.911 -4.500  0.394
H39 0.494 -5.946 -3.073  0.594
H40 4.046 -5.093 -3.331  0.282
H41 2.096 -7.246 -0.708  0.289
H42 -0.453 -6.856 -0.370  0.481
H43 -1.876 -5.208 0.862  0.502
H44 -0.994 -2.909 1.227  0.085
H45 2.463 -3.762 -0.824  -0.167
H46 3.427 -3.229 -4.608  0.327
H47 1.740 -2.248 -6.090  0.349
S1 2.241 4.031 1.176  -0.497
C38 2.249 2.384 1.551  0.468
N10 2.202 1.251 1.779  -0.558
C39 5.018 0.339 0.260  -1.175
As1 3.677 -1.043 -0.098  1.246
C40 4.330 -2.324 1.241  -1.283
C41 4.516 -1.858 -1.679  -1.117
H48 6.019 -0.025 0.028  0.410
H49 4.957 0.594 1.317  0.385
H50 4.800 1.233 -0.320  0.235
H51 5.394 -2.521 1.107  0.483
H52 3.779 -3.261 1.165  0.218
H53 4.172 -1.894 2.231  0.358
H54 5.603 -1.829 -1.598  0.569
H55 4.200 -1.323 -2.574  0.115
H56 4.198 -2.897 -1.777  0.155



Entry 5:
The following is a quantum chemistry calculation of C19H21NO5S2 as an isolated structure at a distorted geometry, from the Open Molecules 2025 dataset.

## Properties
Relative energy (zero: lowest compared OMol25 entry of this formula, charge and spin) (kJ/mol): 138.1
F_max (eV/Å): 5.76
DFT total energy (eV): -53437.178
2S+1: 1

Last column: Mulliken charge in e.
Cartesian coordinates (Å):
C1 -6.257 -2.572 1.993  -0.802
O1 -5.792 -1.623 1.007  -0.449
C2 -4.651 -0.930 1.251  0.882
C3 -3.851 -1.101 2.406  -0.519
C4 -2.652 -0.426 2.507  -0.224
C5 -2.189 0.440 1.490  0.567
C6 -0.883 1.046 1.575  0.392
C7 0.205 0.282 1.700  -0.715
S1 1.904 0.825 1.719  1.327
O2 2.116 1.733 0.594  -0.795
O3 2.236 1.251 3.062  -0.632
C8 2.685 -0.749 1.341  0.295
C9 1.850 -1.849 1.398  0.420
C10 2.329 -3.139 1.187  -0.758
C11 3.680 -3.304 0.880  -0.571
C12 4.524 -2.191 0.788  -0.599
C13 4.033 -0.906 1.022  -0.695
S2 0.119 -1.508 1.763  1.315
O4 -0.131 -1.923 3.127  -0.655
O5 -0.675 -2.007 0.665  -0.642
C14 -3.055 0.680 0.393  -0.364
C15 -4.235 -0.014 0.252  -0.910
H1 -7.166 -2.976 1.548  0.243
H2 -5.522 -3.374 2.154  0.331
H3 -6.487 -2.079 2.948  0.321
H4 -4.143 -1.792 3.199  0.343
H5 -2.063 -0.541 3.413  0.407
H6 -0.782 2.265 1.455  -0.876
H7 1.645 -3.982 1.269  0.451
H8 4.071 -4.307 0.712  0.383
H9 5.575 -2.318 0.534  0.382
H10 4.661 -0.020 0.963  0.457
H11 -2.730 1.380 -0.379  0.377
H12 -4.869 0.107 -0.623  0.404
C16 -1.121 5.494 1.499  -0.556
C17 -0.812 5.124 2.961  -0.538
C18 -0.150 3.740 2.974  -0.334
N1 -0.149 3.254 1.539  0.160
C19 -0.646 4.338 0.612  -0.390
H13 -2.191 5.666 1.345  0.286
H14 -0.601 6.416 1.219  0.275
H15 -0.141 5.861 3.415  0.283
H16 -1.729 5.104 3.560  0.276
H17 0.886 3.772 3.342  0.337
H18 -0.707 3.002 3.563  0.238
H19 0.788 2.958 1.229  0.292
H20 -1.436 3.919 -0.027  0.196
H21 0.193 4.645 -0.031  0.381